Here is C4H2N2O in the gas phase from OMol25. Energies are from the ωB97M-V functional and the def2-TZVPD basis.

The SMILES is C=C=C=NN=C=O. The calculation puts the LUMO energy at -0.7 eV. The value obtained for the strongest force on any atom is 0.0788 hartree/bohr. As for the gap between HOMO and LUMO: 8.77 eV. The electronic energy comes out at -338.18212 Eh. The HOMO energy is -9.430 eV.

Last column: Löwdin charge in e.
CARTESIAN COORDINATES (ANGSTROEM)
C1 -0.046 0.020 0.022  0.02
C2 1.167 -0.403 -0.088  -0.10
C3 2.279 -1.035 0.019  -0.12
N1 3.476 -1.265 -0.030  0.08
N2 4.427 -0.157 0.029  0.08
C4 3.718 0.826 -0.034  -0.33
O1 2.708 1.427 0.063  0.16
H1 -0.452 1.060 -0.287  0.10
H2 -0.942 -0.631 0.404  0.11

=====

Here is C4H2N2O in the gas phase from OMol25. Energies are from the ωB97M-V functional and the def2-TZVPD basis.

The SMILES is N#Cc1cnoc1. The calculation puts the LUMO energy at -0.1 eV. The value obtained for the strongest force on any atom is 0.2810 hartree/bohr. As for the gap between HOMO and LUMO: 10.07 eV. The electronic energy comes out at -338.25497 Eh. The HOMO energy is -10.137 eV.

Last column: Löwdin charge in e.
CARTESIAN COORDINATES (ANGSTROEM)
N1 -2.904 -0.013 0.214  0.16
C1 -1.696 0.087 -0.145  -0.15
C2 -0.372 0.056 -0.094  -0.28
C3 0.353 -1.081 -0.068  -0.08
N2 1.648 -0.839 0.103  0.09
O1 1.771 0.498 0.132  -0.02
C4 0.617 1.068 -0.081  -0.02
H1 -0.094 -2.015 -0.095  0.12
H2 0.677 2.239 0.033  0.19

=====

Here is C4H2N2S in the gas phase from OMol25. Energies are from the ωB97M-V functional and the def2-TZVPD basis.

The calculation puts the LUMO energy (spin up / spin down) at -1.2 / -1.2 eV. The value obtained for the strongest force on any atom is 0.0851 hartree/bohr. As for the gap between HOMO and LUMO (spin up / spin down): 7.24 / 7.23 eV. The electronic energy comes out at -661.12006 Eh. The HOMO energy (spin up / spin down) is -8.440 / -8.437 eV.

Last column: Löwdin charge in e.
CARTESIAN COORDINATES (ANGSTROEM)
C1 -0.441 -0.601 -0.030  -0.19
C2 -0.270 0.793 0.093  -0.38
C3 -1.777 -1.028 -0.106  -0.07
C4 -2.536 0.152 -0.119  -0.67
N1 -4.287 -1.160 0.133  0.30
N2 -3.814 -0.160 -0.050  -0.03
S1 -1.727 1.744 0.012  0.96
H1 0.379 -1.182 0.046  0.05
H2 0.520 1.437 0.319  0.03

=====

Here is C4H2N2S in the gas phase from OMol25. Energies are from the ωB97M-V functional and the def2-TZVPD basis.

The SMILES is S=C/C=C1\C2=NN21. The calculation puts the LUMO energy (spin up / spin down) at -1.7 / -1.7 eV. The value obtained for the strongest force on any atom is 0.0480 hartree/bohr. As for the gap between HOMO and LUMO (spin up / spin down): 6.94 / 6.94 eV. The electronic energy comes out at -661.07514 Eh. The HOMO energy (spin up / spin down) is -8.683 / -8.684 eV.

Last column: Löwdin charge in e.
CARTESIAN COORDINATES (ANGSTROEM)
S1 1.878 1.068 -0.776  0.69
C1 0.418 1.517 -0.173  -0.63
C2 -0.554 0.633 0.360  -0.13
C3 -0.362 -0.694 0.292  -0.31
C4 0.622 -1.545 -0.421  -0.02
N1 -0.004 -2.640 -0.452  0.12
N2 -0.667 -1.936 0.634  0.11
H1 0.160 2.569 -0.187  0.05
H2 -1.489 1.029 0.722  0.11

=====

Here is C4H2N3P in the gas phase from OMol25. Energies are from the ωB97M-V functional and the def2-TZVPD basis.

The SMILES is N#C[PH2]=C(C#N)C#N. The calculation puts the LUMO energy (spin up / spin down) at -2.1 / -2.1 eV. The value obtained for the strongest force on any atom is 0.0485 hartree/bohr. As for the gap between HOMO and LUMO (spin up / spin down): 7.65 / 7.65 eV. The electronic energy comes out at -659.09560 Eh. The HOMO energy (spin up / spin down) is -9.755 / -9.756 eV.

Last column: Löwdin charge in e.
CARTESIAN COORDINATES (ANGSTROEM)
N1 -3.520 0.303 1.349  0.06
C1 -2.469 0.008 0.983  -0.33
P1 -0.841 -0.212 -0.197  1.01
C2 0.977 -0.001 -0.204  -0.45
C3 1.586 1.277 -0.322  -0.31
N2 2.236 2.205 -0.460  0.16
C4 1.856 -1.028 0.200  -0.30
N3 2.373 -1.968 0.647  0.15
H1 -1.011 -1.362 -0.974  0.03
H2 -1.186 0.778 -1.020  -0.02

=====

Here is C4H2N4 in the gas phase from OMol25. Energies are from the ωB97M-V functional and the def2-TZVPD basis.

The SMILES is C1=NC2=CN=NC2=N1. The calculation puts the LUMO energy at -3.0 eV. The value obtained for the strongest force on any atom is 0.1500 hartree/bohr. As for the gap between HOMO and LUMO: 6.83 eV. The electronic energy comes out at -372.42363 Eh. The HOMO energy is -9.853 eV.

Last column: Löwdin charge in e.
CARTESIAN COORDINATES (ANGSTROEM)
C1 0.457 0.504 -1.804  -0.22
N1 -0.309 -0.592 -1.594  0.18
C2 -0.598 -0.310 -0.228  -0.21
C3 -1.190 -1.015 0.902  -0.05
N2 -0.283 -0.705 1.889  0.01
N3 0.876 0.233 1.471  0.20
C4 0.275 0.672 0.286  -0.31
N4 0.833 1.343 -0.830  0.12
H1 0.709 0.597 -2.792  0.09
H2 -2.189 -1.659 1.302  0.19

=====

Here is C4H2NaO6 as an isolated structure from OMol25. Energies are from the ωB97M-V functional and the def2-TZVPD basis.

The calculation puts the LUMO energy at -4.9 eV. The value obtained for the strongest force on any atom is 0.1147 hartree/bohr. As for the gap between HOMO and LUMO: 9.54 eV. As for the charge: +1. The electronic energy comes out at -767.10273 Eh. The HOMO energy is -14.485 eV.

Last column: Löwdin charge in e.
CARTESIAN COORDINATES (ANGSTROEM)
O1 -0.389 -1.001 1.779  0.13
C1 -0.529 -1.970 1.112  -0.33
O2 -0.843 -3.096 1.172  0.24
O3 -2.578 -0.302 -0.177  0.03
Na1 -2.244 0.625 2.567  0.86
H1 -4.023 -1.696 -0.337  0.16
O4 -3.564 -1.493 -2.830  0.12
O5 -3.278 0.527 -2.842  0.14
O6 -2.476 -0.649 -4.684  0.25
C2 -3.482 -0.856 -0.811  -0.13
C3 -4.092 -0.258 -2.055  -0.14
C4 -2.926 -0.589 -3.600  -0.51
H2 -5.170 -0.052 -2.035  0.19

=====

Here is C4H2O2 in the gas phase from OMol25. Energies are from the ωB97M-V functional and the def2-TZVPD basis.

The SMILES is O=c1c2c1C2O. The calculation puts the LUMO energy at -0.5 eV. The value obtained for the strongest force on any atom is 0.0526 hartree/bohr. As for the gap between HOMO and LUMO: 10.00 eV. The electronic energy comes out at -303.91481 Eh. The HOMO energy is -10.530 eV.

Last column: Löwdin charge in e.
CARTESIAN COORDINATES (ANGSTROEM)
O1 -0.442 0.593 -2.588  0.13
C1 -0.131 0.519 -1.452  -0.49
C2 -0.191 0.968 -0.182  0.19
C3 0.717 -0.239 -0.569  0.22
C4 0.371 0.024 0.816  -0.36
O2 -0.447 -0.849 1.493  0.01
H1 0.982 0.615 1.486  0.15
H2 -0.859 -1.631 0.996  0.16

=====

Here is C4H2O2 in the gas phase from OMol25. Energies are from the ωB97M-V functional and the def2-TZVPD basis.

The SMILES is O=CC#CC=O. The calculation puts the LUMO energy at -0.2 eV. The value obtained for the strongest force on any atom is 0.0748 hartree/bohr. As for the gap between HOMO and LUMO: 10.66 eV. The electronic energy comes out at -303.97975 Eh. The HOMO energy is -10.872 eV.

Last column: Löwdin charge in e.
CARTESIAN COORDINATES (ANGSTROEM)
O1 -2.529 0.116 0.980  0.09
C1 -1.898 -0.383 0.092  -0.28
C2 -0.527 -0.165 -0.085  0.05
C3 0.610 -0.091 -0.337  0.07
C4 1.916 0.451 -0.027  -0.27
O2 2.632 -0.236 0.618  0.10
H1 -2.346 -1.050 -0.660  0.13
H2 2.144 1.359 -0.581  0.12

=====

Here is C4H2O2 in the gas phase from OMol25. Energies are from the ωB97M-V functional and the def2-TZVPD basis.

The SMILES is O=C=C=CC=O. The calculation puts the LUMO energy at -1.7 eV. The value obtained for the strongest force on any atom is 0.0201 hartree/bohr. As for the gap between HOMO and LUMO: 8.02 eV. The electronic energy comes out at -304.00744 Eh. The HOMO energy is -9.720 eV.

Last column: Löwdin charge in e.
CARTESIAN COORDINATES (ANGSTROEM)
O1 -3.312 0.362 0.037  0.19
C1 -2.155 0.226 0.009  -0.17
C2 -0.852 0.296 -0.133  0.00
C3 0.252 -0.376 0.179  -0.06
C4 1.599 0.149 -0.182  -0.26
O2 2.615 -0.441 0.104  0.06
H1 0.251 -1.330 0.711  0.12
H2 1.602 1.115 -0.724  0.12

=====

Here is a 2-piece molecular cluster, C4H2O2P overall from OMol25. Energies are from the ωB97M-V functional and the def2-TZVPD basis.

The calculation puts the LUMO energy (spin up / spin down) at 2.7 / 2.7 eV. The value obtained for the strongest force on any atom is 0.0654 hartree/bohr. As for the gap between HOMO and LUMO (spin up / spin down): 7.23 / 7.23 eV. As for the charge: -1. The electronic energy comes out at -645.33180 Eh. The HOMO energy (spin up / spin down) is -4.532 / -4.533 eV.

Last column: Löwdin charge in e.
CARTESIAN COORDINATES (ANGSTROEM)
C1 0.080 2.231 -0.165  0.03
C2 -2.315 -1.819 -0.152  -0.31
C3 0.819 1.363 0.265  -0.20
C4 -1.205 -1.511 0.217  -0.29
O1 2.313 -0.484 -1.245  -0.35
O2 2.638 -0.529 1.362  -0.37
P1 1.853 -0.176 0.143  0.56
H1 -0.810 2.702 -0.484  0.02
H2 -3.371 -1.777 0.058  -0.08

=====

Values for energy relative to the best compared isomer or geometry (same formula, charge and spin), eV, ordered as above
4.335 2.353 4.842 6.064 1.616 5.666 1.827 2.585 0.818 0.065 2.888